i | Below is a molecular structure, C6H14O, with properties calculated with wB97M-V/def2-TZVPD.

Output
Highest occupied orbital energy ... -9.95 eV
Kohn-Sham gap ... 10.83 eV

```
! wB97M-V def2-TZVPD RIJCOSX def2/J DEFGRID3
* xyz 0 1
C -1.6018 -0.6364 -1.0897
C -1.0797 -0.3194 0.3139
C -2.1653 0.3868 1.1256
C 0.1932 0.5371 0.2859
C 1.4544 -0.1977 -0.0962
C 2.7280 0.5973 -0.0795
O 1.5738 -1.4788 0.4505
H -2.4939 -1.2703 -1.0373
H -0.8664 -1.1612 -1.7101
H -1.8828 0.2856 -1.6150
H -0.8134 -1.2589 0.8142
H -3.0825 -0.2110 1.1628
H -2.4173 1.3565 0.6776
H -1.8383 0.5669 2.1557
H 0.3654 0.9593 1.2846
H 0.0918 1.3794 -0.4107
H 1.3012 -0.4798 -1.3607
H 2.9437 0.9284 0.9395
H 2.6094 1.4678 -0.7274
H 3.5611 -0.0226 -0.4230
H 1.4196 -1.4289 -0.6609
*
```

---

ii | Below is a single C6H14O molecule, with properties calculated with wB97M-V/def2-TZVPD.

Output
Structure (SMILES) ... CCCCCCO
Highest occupied orbital energy ... -10.31 eV
Kohn-Sham gap ... 11.33 eV

```
! wB97M-V def2-TZVPD RIJCOSX def2/J DEFGRID3
* xyz 0 1
C -2.9302 -0.4110 0.7060
C -2.2940 0.2603 -0.5151
C -0.9020 0.8243 -0.1751
C 0.3025 -0.0147 -0.6225
C 1.5301 0.2976 0.2335
C 2.7737 -0.4791 -0.1559
O 3.7762 -0.1897 0.8015
H -3.9210 -0.8146 0.4745
H -3.0444 0.3114 1.5253
H -2.3071 -1.2318 1.0850
H -2.2410 -0.4590 -1.3451
H -2.9498 1.0731 -0.8512
H -0.7874 1.8472 -0.5571
H -0.8646 0.9050 0.9190
H 0.5254 0.1700 -1.6841
H 0.0645 -1.0853 -0.5417
H 1.7557 1.3716 0.1981
H 1.3055 0.0619 1.2816
H 2.5413 -1.5570 -0.1750
H 3.0981 -0.1933 -1.1702
H 4.5685 -0.6868 0.5684
*
```

---

Stability ranking, top and bottom: ii is the most stable and i is the least stable.